{
  "formula": "C22H32Br4O18",
  "method": "ωB97M-V/def2-TZVPD",
  "lumo_energy_ha": 0.01194,
  "orbital_gap_ev": 10.450,
  "relative_energy_kj_mol": 84.5,
  "homo_energy_ev": -10.12,
  "smiles": "O=C1OCCO1.O=C1OCCO1.O=C1OCCO1.O=C1OCCO1.O=C1OCCO1.O=C1OCCO1.BrCCBr.BrCCBr",
  "fmax_ev_per_a": 5.25,
  "elements": ["C", "H", "C", "H", "C", "H", "O", "H", "O", "C", "C", "H", "O", "O", "Br", "O", "H", "O", "H", "H", "H", "H", "O", "O", "Br", "H", "C", "H", "C", "H", "O", "C", "H", "H", "C", "C", "O", "H", "H", "H", "C", "H", "O", "H", "H", "C", "Br", "H", "C", "H", "H", "C", "H", "O", "C", "C", "H", "C", "H", "H", "C", "C", "O", "O", "O", "H", "O", "C", "C", "H", "H", "Br", "O", "O", "C", "H"],
  "xyz": [[-7.839, 6.423, 15.643], [-11.024, 7.569, 13.690], [-11.412, 8.412, 13.131], [-10.205, 15.751, 16.835], [-11.865, 10.547, 13.715], [-10.938, 3.550, 16.167], [-10.554, 10.233, 19.121], [-17.884, 5.306, 11.641], [-10.351, 10.343, 21.344], [-9.806, 14.333, 15.295], [-14.704, 9.346, 16.749], [-16.381, 5.939, 14.106], [-11.782, 11.630, 14.221], [-8.852, 11.375, 20.047], [-17.119, 3.570, 13.948], [-15.057, 8.309, 16.309], [-12.826, 11.071, 18.511], [-6.961, 6.997, 16.445], [-14.974, 4.163, 16.837], [-12.730, 11.637, 16.718], [-13.180, 8.351, 14.267], [-15.012, 11.754, 18.534], [-14.158, 5.395, 14.107], [-7.838, 5.278, 15.260], [-17.452, 7.736, 11.933], [-8.696, 14.576, 15.243], [-17.212, 5.517, 13.658], [-9.991, 13.322, 15.218], [-14.709, 11.493, 17.552], [-13.579, 8.265, 12.450], [-12.978, 10.099, 13.205], [-15.831, 5.674, 18.171], [-10.145, 5.845, 14.893], [-9.643, 8.551, 16.704], [-11.637, 9.843, 21.072], [-12.869, 8.637, 13.274], [-8.868, 7.255, 15.363], [-16.208, 4.857, 18.776], [-14.913, 12.275, 16.859], [-6.533, 8.957, 16.251], [-13.699, 6.259, 18.604], [-11.901, 9.205, 22.026], [-12.738, 6.646, 19.177], [-7.296, 8.583, 17.785], [-16.101, 5.698, 11.806], [-13.015, 5.091, 14.341], [-10.575, 15.181, 13.687], [-15.264, 5.829, 16.050], [-11.507, 9.210, 19.671], [-11.668, 14.708, 16.368], [-11.500, 5.091, 16.632], [-15.024, 5.231, 17.011], [-12.369, 9.163, 19.017], [-13.716, 5.652, 17.425], [-8.716, 8.491, 16.036], [-17.147, 5.828, 12.160], [-10.999, 8.211, 19.670], [-13.230, 11.045, 17.443], [-16.669, 6.393, 17.926], [-8.803, 9.337, 15.324], [-7.379, 8.383, 16.676], [-9.825, 10.729, 20.145], [-14.934, 6.500, 18.990], [-12.795, 4.088, 15.181], [-10.885, 9.633, 13.655], [-10.365, 4.417, 13.825], [-15.516, 10.306, 17.139], [-10.596, 14.809, 16.491], [-11.435, 4.399, 15.741], [-11.137, 8.399, 12.102], [-18.160, 5.868, 14.105], [-10.252, 13.555, 18.010], [-11.983, 5.686, 13.957], [-13.359, 9.687, 16.916], [-10.801, 5.051, 14.570], [-12.330, 10.701, 21.151]],
  "mulliken_charge": [0.5201, -0.4337, 0.5527, 0.3854, 0.5798, 0.5124, 0.0260, 0.4562, -0.3587, -0.1694, 0.5046, -0.1546, -0.5214, -0.5265, -0.1993, -0.4068, -0.1173, -0.3655, 0.6121, 0.0051, -0.1126, 0.3765, -0.4192, -0.5857, -0.1821, 0.3519, -0.0697, 0.0289, -0.6205, 0.1734, -0.3251, -0.5674, -0.6452, -0.0335, -0.2765, 0.1613, -0.2943, 0.2742, 0.3401, 0.2633, 0.4745, 0.2342, -0.5849, 0.2082, 0.2534, 0.4372, -0.1766, -0.3373, 0.1239, 0.3746, 0.0011, 0.2122, -0.1926, -0.0039, 0.2249, -0.5099, 0.2594, 0.5509, 0.2517, 0.1311, -0.2662, 0.4431, -0.3855, -0.3464, -0.2643, 0.2982, -0.4136, -0.6163, -0.2123, 0.2331, 0.4654, -0.1684, -0.2262, -0.1894, 0.7384, 0.2394]
}


{
  "formula": "C47H52Br2F4N3O20S",
  "method": "ωB97M-V/def2-TZVPD",
  "charge": 1,
  "lumo_energy_ha": -0.12616,
  "orbital_gap_ev": 7.422,
  "homo_energy_ev": -10.86,
  "fmax_ev_per_a": 1.05,
  "elements": ["O", "H", "O", "H", "H", "F", "H", "S", "C", "H", "O", "C", "C", "H", "H", "C", "O", "H", "N", "Br", "N", "C", "O", "H", "H", "H", "C", "H", "C", "C", "C", "O", "H", "C", "H", "H", "C", "O", "H", "H", "F", "H", "C", "C", "H", "C", "C", "H", "C", "H", "C", "H", "C", "H", "C", "C", "H", "H", "Br", "H", "C", "H", "C", "H", "O", "C", "H", "O", "H", "H", "O", "H", "O", "H", "H", "C", "C", "C", "H", "H", "C", "O", "C", "H", "H", "C", "C", "C", "C", "N", "C", "C", "O", "C", "H", "O", "O", "C", "H", "H", "C", "C", "H", "C", "C", "H", "H", "H", "O", "H", "H", "F", "O", "H", "H", "C", "C", "H", "C", "H", "C", "C", "O", "H", "F", "O", "C", "O", "C"],
  "xyz": [[4.035, -1.602, 5.836], [3.521, -7.126, 3.372], [-2.215, 2.692, -7.722], [-3.952, -3.589, -9.211], [1.494, 1.773, 3.332], [1.155, -1.904, 5.128], [-0.258, -4.358, 1.741], [-1.102, 1.750, -1.152], [-4.654, 6.768, 7.495], [-2.730, -0.810, -7.279], [0.321, 0.013, 4.321], [1.428, -2.189, 1.739], [2.756, -0.313, 4.294], [1.999, 1.764, 1.641], [0.608, 0.266, -1.936], [1.710, -4.359, 2.638], [-0.554, 0.812, 2.446], [-1.512, 3.110, -7.186], [1.398, -0.072, 6.357], [4.014, -1.553, -0.672], [3.399, 0.779, 4.894], [1.589, -7.131, 2.425], [-2.344, -4.125, -10.220], [4.578, -1.340, 3.867], [-0.074, -1.734, -0.468], [5.506, -1.066, 1.162], [-3.401, 6.014, 7.094], [-3.029, 1.462, -3.414], [0.577, -4.954, 2.078], [2.772, -5.130, 3.100], [1.210, -0.702, 2.057], [1.346, -1.382, -9.288], [-1.890, 0.993, 4.045], [0.977, -0.150, 0.624], [2.181, -2.235, 0.947], [0.508, -2.550, 1.287], [2.941, 0.796, -4.629], [1.805, -2.989, 2.815], [1.044, 2.452, -8.282], [-2.557, 7.431, 7.927], [5.294, -2.535, 7.357], [4.819, -2.890, 2.821], [-3.449, 4.848, 6.432], [-0.011, -0.305, 2.979], [-4.151, 0.498, 3.902], [-3.319, 1.362, -4.451], [-0.409, -2.818, -9.847], [-2.560, 4.303, 6.146], [2.272, 1.486, 2.642], [0.622, 3.431, -4.866], [-4.736, 0.471, -6.312], [3.204, -2.424, 4.160], [2.008, 1.902, -4.187], [3.205, 1.985, 2.881], [3.098, 0.462, -5.916], [-2.970, 1.989, -6.900], [1.867, -0.365, 0.038], [-5.137, 0.911, 2.508], [-1.364, -1.758, 3.117], [-0.991, -0.413, -2.158], [2.356, 1.201, -6.914], [1.214, 0.924, 6.376], [0.095, -1.783, -9.156], [-4.283, 1.127, -8.339], [-0.210, -0.106, -7.538], [1.301, 2.656, -5.184], [1.545, -8.208, 2.340], [2.367, 0.960, -8.108], [-0.085, 2.518, -1.550], [-0.341, -6.810, 1.528], [3.554, 0.190, -3.622], [4.335, 0.988, 4.588], [-3.878, -2.832, -8.595], [3.636, -4.659, 3.556], [0.834, 0.920, 0.624], [-1.788, -3.202, -9.655], [-4.339, 0.592, -4.856], [-5.942, 6.217, 7.136], [-6.831, 6.764, 7.417], [0.183, -3.381, -10.555], [1.379, -0.571, 5.032], [-5.090, -0.132, -4.045], [-2.135, -1.380, -7.980], [-1.569, 2.434, 3.103], [-1.131, -0.606, 0.413], [0.531, -6.346, 1.967], [3.683, -1.509, 4.462], [-5.987, 5.053, 6.473], [4.476, -1.418, 1.240], [2.490, -0.018, 2.696], [-4.247, 1.196, 3.067], [-0.749, -1.009, -8.157], [0.807, 2.920, -7.458], [2.706, -6.521, 3.000], [-6.849, 3.634, 5.646], [-7.107, 4.461, 6.097], [1.877, 2.055, -2.980], [-0.360, 0.129, -1.454], [1.509, -0.587, -8.742], [0.609, -0.509, 6.827], [-4.737, 4.294, 6.088], [3.789, -0.177, 1.878], [3.686, 0.541, 1.068], [-3.002, 1.127, 2.180], [-1.757, 1.361, 3.028], [-5.744, -0.585, -4.615], [5.318, -3.356, 1.218], [-4.381, 2.189, 3.489], [-5.667, -0.275, -6.553], [4.538, 0.266, 2.539], [3.746, -0.339, -6.241], [6.263, -1.499, 5.674], [-4.897, 3.239, 5.495], [3.620, -3.408, 1.601], [-3.048, 1.911, 1.425], [-2.633, -2.408, -8.682], [1.455, 2.327, -6.474], [3.256, 0.650, -2.813], [-2.577, 2.106, -5.443], [2.860, 1.595, 5.121], [-3.993, 1.219, -7.302], [-0.213, -0.693, -0.166], [-2.285, 6.613, 7.461], [-2.953, 0.156, 1.691], [5.283, -3.402, 5.328], [-4.479, 7.806, 8.103], [5.191, -2.250, 6.058], [-1.630, 2.829, -5.187], [4.533, -2.843, 1.777]],
  "mulliken_charge": [-0.4429, 0.4500, -0.6147, 0.3732, 0.5216, -0.3187, 0.3222, -0.2011, 0.9833, 0.3401, -0.2408, -2.8126, 0.7134, 0.2283, -0.1338, 1.2792, 0.4727, 0.3176, -0.4351, -0.0747, -0.2392, -0.6645, -0.6273, 1.4647, 0.4377, 0.8425, 0.4209, 0.6246, -0.7386, 0.1387, 2.3233, -0.5813, 0.3996, -1.7956, 0.6267, 0.6770, 0.2268, 0.0362, 0.3800, 0.3779, -0.2485, -0.0211, -1.1797, -0.9810, 0.3332, -1.3173, -0.9011, 0.5159, -1.4535, 0.4880, 1.1503, 0.3532, 1.2620, 0.6443, -0.9823, 0.4607, 0.2504, 0.4540, -0.0756, 0.6272, 1.1733, 0.2406, 0.2596, 0.4049, -0.2578, -1.2735, 0.4170, -0.8030, 0.0709, 0.4278, -0.6322, 0.3699, -0.5805, 0.2013, 0.3517, 0.9979, 0.4463, -0.9875, 0.4386, 0.4689, -0.3821, -0.6077, -0.9692, 0.5402, 0.0675, -0.8747, -2.0327, 0.3564, -0.6622, 1.6564, -1.5718, 0.7931, -0.6308, -0.9180, 0.3600, -0.5732, -0.7170, -0.4370, 0.3397, 0.3935, 1.0791, -1.4635, 0.8502, 0.2343, -0.9018, 0.3733, 0.5597, 0.3277, -0.6444, 0.8710, 0.5335, -0.2907, -0.6090, 0.4240, 0.2534, 0.3620, 0.5936, 0.2609, 1.0698, 0.2842, -0.9932, -0.4278, -0.5786, 0.1485, -0.2404, -0.6145, 0.8239, -0.6185, -0.9671]
}


{
  "formula": "H20O10Xe",
  "method": "ωB97M-V/def2-TZVPD",
  "lumo_energy_ha": 0.00210,
  "orbital_gap_ev": 10.628,
  "relative_energy_kj_mol": 36.5,
  "homo_energy_ev": -10.57,
  "fmax_ev_per_a": 0.92,
  "elements": ["O", "O", "H", "O", "H", "H", "O", "O", "O", "H", "O", "H", "H", "O", "H", "H", "H", "H", "H", "Xe", "H", "H", "O", "H", "H", "H", "H", "H", "H", "H", "O"],
  "xyz": [[-3.240, -1.762, -2.671], [2.013, -2.919, -0.748], [-2.433, -2.274, -2.620], [1.668, -0.295, -3.452], [1.008, -0.266, 3.509], [-0.250, 0.529, 3.234], [0.673, 0.630, 3.465], [-1.817, -0.281, 3.645], [1.959, 2.606, -0.663], [1.401, 2.827, -1.409], [-4.311, 2.407, 0.993], [2.122, -1.971, -0.822], [2.575, -3.280, -1.434], [0.805, 3.093, 2.020], [2.071, 0.110, -2.684], [1.113, 3.724, 2.671], [3.720, 0.064, -0.172], [-4.730, 1.985, 0.243], [2.220, -1.054, -3.641], [-0.832, 0.170, 0.057], [-2.033, -0.677, 4.490], [-3.651, 1.778, 1.284], [2.943, -0.076, -0.714], [0.739, 2.267, 2.500], [1.418, 2.795, 0.104], [-0.553, -3.441, -2.888], [-3.064, -1.104, -3.344], [2.340, 0.620, -0.454], [-0.259, -2.799, -1.549], [-2.636, -0.308, 3.151], [-0.980, -3.098, -2.103]],
  "mulliken_charge": [-0.6339, -0.6280, 0.3922, -0.6200, 0.3078, 0.3581, -0.7064, -0.6022, -0.6345, 0.3365, -0.6120, 0.3448, 0.3135, -0.6453, 0.3346, 0.2921, 0.2809, 0.3259, 0.2934, 0.0130, 0.2678, 0.2740, -0.6379, 0.4049, 0.3422, 0.3013, 0.2986, 0.2978, 0.3256, 0.2966, -0.6815]
}


{
  "formula": "C10H12N2Si",
  "method": "ωB97M-V/def2-TZVPD",
  "charge": 2,
  "lumo_energy_ha": -0.35414,
  "orbital_gap_ev": 6.735,
  "relative_energy_kj_mol": 170.8,
  "homo_energy_ev": -16.37,
  "fmax_ev_per_a": 4.06,
  "elements": ["C", "C", "H", "H", "Si", "C", "H", "C", "H", "C", "H", "N", "C", "H", "C", "H", "H", "H", "H", "N", "C", "C", "H", "C", "H"],
  "xyz": [[3.120, 2.398, 0.895], [-2.666, -2.024, 1.568], [2.834, -0.687, -0.586], [4.289, 0.650, 0.926], [-0.549, -0.452, -2.166], [1.144, 2.168, -0.425], [1.576, 3.971, 0.546], [-2.884, -0.677, 1.180], [0.384, 2.555, -1.037], [2.528, 0.332, -0.249], [3.844, 2.852, 1.608], [-1.474, -1.053, -0.725], [-2.388, -0.267, -0.045], [-0.892, -3.036, -1.155], [-2.124, -2.906, 0.637], [-3.507, -0.055, 1.923], [-2.699, 0.699, -0.468], [-0.705, 0.908, -2.411], [-0.230, -1.427, -3.255], [1.498, 0.906, -0.751], [-1.462, -2.378, -0.431], [1.976, 2.921, 0.369], [-2.923, -2.474, 2.591], [3.422, 1.050, 0.575], [-2.112, -3.972, 0.887]],
  "mulliken_charge": [-0.1057, 0.0143, 0.3313, 0.4682, 0.5947, -0.0090, 0.3168, -0.5816, 0.3939, -0.0077, 0.3873, 0.2021, -0.0203, 0.3454, -0.6274, 0.3527, 0.4261, 0.0210, 0.0786, -0.2413, 0.1008, -0.5572, 0.3868, -0.6513, 0.3816]
}


{
  "formula": "C10H11MnNO2S4Te",
  "method": "ωB97M-V/def2-TZVPD",
  "s2": 8.76,
  "charge": -2,
  "lumo_energy_ha": [0.15858, 0.15847],
  "orbital_gap_ev": [5.090, 5.215],
  "homo_energy_ev": [-0.77, -0.90],
  "multiplicity": 6,
  "fmax_ev_per_a": 2.00,
  "elements": ["C", "S", "O", "H", "Te", "H", "S", "C", "H", "H", "Mn", "S", "H", "O", "H", "C", "C", "C", "S", "H", "H", "H", "C", "C", "H", "N", "C", "C", "H", "C"],
  "xyz": [[-0.110, 0.479, -1.647], [-0.597, -3.216, 2.287], [3.065, -1.100, -0.975], [2.152, 3.605, -1.786], [-1.173, -0.155, 1.876], [-0.269, 3.801, -2.290], [-2.416, -4.101, 2.317], [0.162, 2.839, -2.033], [1.399, -0.920, 2.139], [-1.382, 2.460, 2.791], [-0.620, -2.810, -0.011], [-2.870, -2.469, -0.464], [1.313, 0.857, 2.204], [1.024, -1.803, -0.404], [0.908, -0.114, 3.644], [1.238, 0.368, -1.323], [0.864, -0.071, 2.557], [-0.440, -4.252, -1.393], [-3.673, -2.823, 1.349], [-1.703, 1.791, -2.219], [-2.079, 2.330, 1.164], [3.094, 1.384, -1.132], [2.047, 1.497, -1.383], [1.847, -0.958, -0.880], [-0.322, 2.413, 1.364], [-0.345, -5.098, -2.183], [-1.245, 2.029, 1.799], [1.514, 2.729, -1.737], [-0.739, -0.403, -1.636], [-0.647, 1.710, -1.995]],
  "mulliken_charge": [-0.0191, -0.4961, -0.7351, 0.3544, 0.4891, 0.3380, -0.1441, -0.3286, 0.3093, 0.3196, 0.2206, -0.3659, 0.3295, -0.4647, 0.3648, 0.2913, -1.1357, 0.6157, -0.1890, 0.4021, 0.3022, 0.4039, -0.3925, 0.0291, 0.2257, -0.9005, -1.0815, -0.4215, 0.2998, -0.6210]
}


{
  "formula": "C16H20ClN3O2",
  "method": "ωB97M-V/def2-TZVPD",
  "lumo_energy_ha": 0.02099,
  "orbital_gap_ev": 9.188,
  "relative_energy_kj_mol": 11.8,
  "homo_energy_ev": -8.62,
  "smiles": "Cc1cc(Cl)ccc1O[C@@H](C)C(=O)NCCCn1ccnc1",
  "fmax_ev_per_a": 0.63,
  "elements": ["H", "H", "H", "H", "H", "H", "H", "H", "C", "H", "H", "N", "C", "C", "H", "C", "H", "C", "C", "H", "C", "C", "Cl", "H", "H", "N", "C", "O", "H", "C", "N", "C", "C", "C", "C", "O", "H", "H", "C", "H", "C", "H"],
  "xyz": [[3.923, 1.059, -1.155], [2.612, 1.400, 2.075], [4.088, 0.438, 0.497], [-1.953, -3.018, 1.357], [-2.554, 0.518, 2.608], [3.242, -0.503, -0.741], [0.025, -1.624, 0.719], [-3.015, -1.625, 1.059], [-1.201, -1.783, -1.053], [0.289, 0.108, -5.220], [-0.775, 2.212, -1.408], [-0.962, -1.382, 4.756], [3.428, 0.502, -0.362], [1.879, 1.573, 1.302], [1.423, -0.810, -4.215], [-1.542, -0.191, 4.459], [-1.568, 0.604, 5.177], [1.169, 1.389, -0.986], [1.051, 0.184, -4.450], [1.876, 0.789, -4.817], [-0.718, -0.016, -2.678], [0.679, 2.191, 1.622], [0.366, 2.657, 3.256], [-2.217, -1.548, -1.377], [0.069, 1.828, -3.459], [-1.755, -1.462, 2.698], [0.452, 0.831, -3.204], [-1.876, 0.233, -2.932], [-1.193, 2.923, 0.889], [-0.021, 2.028, -0.661], [-0.310, -1.066, -1.934], [-1.100, -2.115, 3.688], [-0.979, -1.336, 0.393], [-2.035, -0.216, 3.188], [-2.007, -1.926, 1.362], [1.484, 0.918, -2.233], [-1.038, -0.246, 0.438], [-1.031, -2.859, -1.157], [2.140, 1.171, 0.005], [0.678, -1.135, -1.733], [-0.266, 2.430, 0.642], [-0.753, -3.124, 3.587]],
  "mulliken_charge": [0.3203, 0.3914, 0.4209, 0.3549, 0.4529, 0.2571, 0.2938, 0.3450, -1.1639, 0.4089, 0.3786, -0.6655, -1.4462, -0.8738, 0.3302, -0.6035, 0.4359, 0.5715, -1.5887, 0.4244, 0.3350, 0.2034, -0.2140, 0.4082, 0.3340, 0.2632, 0.5095, -0.6710, 0.4853, -0.6631, -0.0458, 0.0010, 0.7939, -0.2346, -1.1622, -0.5371, -0.2337, 0.3308, 1.2105, 0.2580, -0.7736, 0.3582]
}